{"formula": "C51H53BHfN6O4", "method": "wB97M-V/def2-TZVPD", "symbols": ["Hf", "C", "O", "C", "N", "C", "C", "C", "C", "C", "C", "C", "C", "C", "C", "C", "C", "N", "C", "N", "C", "C", "O", "C", "C", "C", "C", "C", "C", "H", "H", "H", "H", "H", "H", "H", "H", "H", "H", "H", "H", "H", "H", "H", "H", "H", "H", "H", "C", "C", "C", "C", "C", "C", "C", "N", "C", "N", "C", "C", "C", "C", "C", "C", "C", "N", "C", "C", "C", "C", "C", "C", "C", "H", "H", "H", "H", "H", "H", "H", "H", "H", "H", "H", "H", "H", "H", "H", "H", "H", "H", "H", "H", "H", "H", "C", "C", "C", "O", "B", "O", "C", "C", "C", "H", "H", "H", "H", "H", "H", "H", "H", "H", "H", "H", "H"], "positions_angstrom": [[-0.746660, 0.495697, -0.224049], [2.266802, 3.536254, -2.077601], [1.551550, 2.803888, -3.112923], [0.839506, 1.891236, -2.506834], [0.826931, 1.858343, -1.215472], [1.645821, 3.031020, -0.758942], [2.693726, 2.759573, 0.297530], [3.762587, 3.644107, 0.432249], [4.710322, 3.457832, 1.425717], [4.605769, 2.386346, 2.302323], [3.544189, 1.506671, 2.175733], [2.597805, 1.695005, 1.178436], [-0.020120, 1.023303, -3.320767], [-0.153382, 1.076942, -4.697792], [-1.143920, 0.299190, -5.281648], [-1.986362, -0.466180, -4.488610], [-1.769445, -0.456595, -3.120690], [-0.790714, 0.247428, -2.565328], [-2.617937, -1.102067, -2.111117], [-2.398991, -0.965521, -0.843299], [-3.541763, -1.637369, -0.141975], [-4.299184, -2.310601, -1.309265], [-3.658139, -1.783243, -2.503786], [-3.184488, -2.618236, 0.951193], [-4.170251, -3.501237, 1.391749], [-3.911282, -4.389370, 2.422030], [-2.663501, -4.406451, 3.033247], [-1.685976, -3.524928, 2.606525], [-1.946731, -2.637567, 1.569569], [2.126159, 4.596300, -2.265135], [3.317179, 3.266873, -2.170466], [0.909718, 3.744254, -0.375162], [3.862818, 4.503252, -0.221770], [5.530509, 4.157059, 1.517832], [5.344782, 2.246280, 3.079708], [3.436418, 0.674287, 2.861924], [1.774530, 1.002504, 1.103316], [0.486189, 1.719823, -5.286105], [-1.280177, 0.316184, -6.354462], [-2.799238, -1.040833, -4.909795], [-4.143604, -0.829782, 0.283267], [-5.353717, -2.059541, -1.366535], [-4.162857, -3.390082, -1.322728], [-5.158836, -3.494372, 0.945046], [-4.688648, -5.063852, 2.754634], [-2.462271, -5.098415, 3.839841], [-0.713133, -3.517119, 3.085289], [-1.176767, -1.949957, 1.262131], [1.862758, -5.484979, 1.408341], [2.858248, -4.638798, 2.149082], [3.634402, -5.161839, 3.180099], [4.557190, -4.379720, 3.856823], [4.742534, -3.050705, 3.501411], [3.995361, -2.510163, 2.468361], [3.051789, -3.296939, 1.816431], [2.272661, -2.725565, 0.763605], [1.395994, -1.706059, 0.897686], [1.168736, -1.306888, 2.166735], [0.358753, -0.291003, 2.730979], [-0.485186, 0.497014, 1.942985], [-1.222820, 1.505820, 2.582441], [-1.133538, 1.699703, 3.952718], [-0.297299, 0.882888, 4.697366], [0.468898, -0.120945, 4.113456], [1.368063, -0.984796, 4.953484], [0.797811, -1.192287, -0.171100], [1.113147, -1.802460, -1.434786], [0.250363, -2.786191, -1.918207], [0.437866, -3.327987, -3.179186], [1.493532, -2.882730, -3.962752], [2.373164, -1.936503, -3.463667], [2.219280, -1.389876, -2.189387], [3.257385, -0.454199, -1.638664], [1.767881, -6.463113, 1.875364], [2.168667, -5.646659, 0.371098], [0.876178, -5.017887, 1.386507], [3.509917, -6.202150, 3.453910], [5.142524, -4.812693, 4.656892], [5.477793, -2.443933, 4.012763], [4.145381, -1.483556, 2.152014], [2.323814, -3.150220, -0.150116], [1.698928, -1.838462, 2.843199], [-1.870098, 2.163892, 2.004735], [-1.705172, 2.478449, 4.439266], [-0.223449, 1.029873, 5.768060], [1.390928, -0.628109, 5.980583], [2.400374, -0.990363, 4.589648], [1.022556, -2.023445, 4.978653], [-0.561187, -3.121934, -1.282336], [-0.229496, -4.097906, -3.545351], [1.650174, -3.293350, -4.951754], [3.218321, -1.622959, -4.065736], [3.747797, 0.098988, -2.440672], [4.035679, -1.018208, -1.117431], [2.844859, 0.249071, -0.920984], [-4.934712, 3.758068, -1.199714], [-3.614663, 3.782157, -1.954414], [-3.837184, 4.195731, -3.396763], [-3.098630, 2.413458, -1.942329], [-2.186598, 2.301732, -0.924555], [-1.883425, 3.535716, -0.379948], [-2.494333, 4.568284, -1.215617], [-2.980841, 5.691335, -0.322779], [-1.395029, 5.068522, -2.145724], [-5.609300, 3.056068, -1.689122], [-5.407900, 4.740015, -1.197135], [-4.795523, 3.437131, -0.166210], [-4.633718, 3.591148, -3.829927], [-2.938544, 4.061924, -3.997236], [-4.141671, 5.241766, -3.456139], [-3.661891, 5.328565, 0.443891], [-3.493687, 6.454780, -0.910616], [-2.129925, 6.162163, 0.169451], [-1.008580, 4.260256, -2.772884], [-0.579006, 5.470365, -1.542509], [-1.751517, 5.864361, -2.799320]], "atomic_forces_ev_per_a": [[0.231, -0.308, 0.208], [0.000, -0.047, 0.038], [0.036, 0.027, -0.128], [0.017, 0.019, 0.194], [0.130, 0.030, -0.162], [-0.112, -0.006, -0.014], [-0.041, -0.028, 0.019], [-0.038, 0.040, 0.003], [0.033, -0.007, 0.027], [0.034, 0.028, -0.011], [-0.061, -0.020, 0.015], [0.039, -0.011, 0.025], [-0.149, -0.122, -0.052], [0.073, 0.032, 0.081], [-0.025, -0.001, -0.101], [-0.050, -0.048, 0.096], [0.108, 0.083, -0.104], [-0.053, 0.065, -0.044], [0.071, 0.034, 0.247], [-0.105, -0.183, -0.089], [-0.013, 0.135, -0.080], [0.022, -0.014, 0.075], [-0.036, -0.020, -0.181], [-0.025, 0.012, 0.001], [-0.026, 0.032, 0.006], [0.011, -0.012, 0.018], [-0.039, -0.008, -0.009], [0.061, 0.020, -0.022], [0.037, -0.049, 0.039], [-0.017, -0.007, -0.016], [0.005, 0.035, 0.021], [0.071, 0.059, 0.025], [-0.029, -0.019, -0.016], [-0.002, -0.008, 0.003], [-0.002, 0.006, -0.003], [0.003, 0.031, 0.001], [0.022, 0.017, -0.012], [-0.005, 0.004, 0.009], [0.001, -0.004, 0.005], [0.009, -0.001, 0.002], [-0.032, -0.025, 0.029], [0.005, 0.005, 0.004], [-0.022, 0.003, 0.010], [0.018, 0.011, -0.011], [0.007, -0.006, -0.006], [-0.007, 0.003, -0.001], [-0.011, -0.004, -0.016], [0.056, -0.010, -0.034], [-0.018, -0.028, -0.015], [0.010, 0.061, 0.040], [-0.014, -0.002, -0.034], [0.021, 0.012, 0.007], [0.022, 0.003, 0.035], [0.022, -0.037, -0.009], [-0.013, -0.081, 0.084], [0.026, 0.119, -0.092], [0.061, -0.246, 0.101], [0.037, -0.034, 0.019], [-0.088, 0.109, -0.009], [0.135, -0.120, -0.081], [0.036, -0.039, 0.052], [-0.042, 0.023, -0.023], [0.011, 0.027, 0.019], [-0.046, -0.009, -0.057], [0.029, -0.034, 0.026], [-0.252, 0.283, 0.024], [0.036, -0.032, -0.130], [0.064, 0.037, 0.036], [-0.034, -0.036, -0.016], [0.001, -0.039, -0.064], [0.034, 0.028, 0.041], [-0.090, -0.066, 0.046], [0.040, 0.001, -0.010], [-0.007, 0.009, -0.004], [0.007, 0.003, 0.011], [-0.025, 0.008, 0.007], [-0.006, 0.009, 0.004], [-0.001, 0.005, -0.006], [0.000, -0.010, 0.000], [-0.001, -0.024, -0.017], [0.011, 0.023, -0.035], [0.020, -0.010, 0.012], [-0.008, -0.001, -0.008], [0.004, -0.004, -0.003], [-0.007, 0.005, -0.002], [-0.004, -0.009, 0.002], [-0.007, 0.020, 0.022], [0.010, 0.000, -0.010], [-0.013, -0.007, 0.008], [0.007, 0.009, 0.005], [-0.011, -0.001, 0.011], [-0.005, -0.002, 0.006], [0.000, 0.005, 0.006], [0.011, 0.005, -0.014], [0.003, -0.001, 0.000], [-0.005, -0.002, 0.031], [-0.045, -0.006, -0.070], [-0.002, -0.014, 0.017], [-0.024, -0.145, -0.147], [-0.093, 0.365, 0.044], [-0.042, 0.074, 0.015], [0.048, 0.037, 0.044], [-0.009, 0.021, -0.019], [-0.001, -0.008, 0.001], [0.002, -0.004, -0.003], [0.000, -0.009, -0.007], [0.008, 0.010, -0.006], [0.003, 0.000, -0.001], [-0.008, 0.001, 0.002], [-0.003, 0.004, 0.013], [0.015, 0.000, -0.004], [-0.001, -0.007, -0.003], [-0.002, -0.001, 0.002], [-0.008, -0.004, 0.003], [-0.002, -0.010, 0.004], [-0.001, 0.002, 0.009]], "total_energy_ha": -2677.3649, "charge": 2}

=====

{"formula": "C51H54AlI2N4OPS2", "method": "wB97M-V/def2-TZVPD", "symbols": ["Al", "I", "C", "C", "C", "C", "C", "C", "C", "C", "C", "C", "H", "H", "H", "H", "H", "H", "S", "C", "C", "C", "C", "C", "C", "N", "C", "C", "C", "C", "C", "C", "C", "C", "N", "C", "C", "C", "C", "C", "S", "C", "H", "H", "H", "H", "H", "H", "H", "H", "H", "H", "H", "H", "I", "C", "C", "N", "N", "C", "H", "H", "H", "O", "P", "C", "C", "C", "C", "C", "C", "C", "C", "C", "C", "C", "C", "C", "C", "C", "C", "C", "C", "H", "H", "H", "H", "H", "H", "H", "H", "H", "H", "H", "H", "H", "H", "H", "H", "H", "H", "H", "H", "H", "H", "H", "H", "H", "H", "H", "H", "H", "H", "H", "H", "H"], "positions_angstrom": [[-0.168523, 0.480124, 0.602437], [-1.047886, 1.093402, 2.900162], [-1.091643, 3.175689, 0.255175], [-0.782054, 6.101275, -0.127919], [-0.263250, 6.517345, -1.495884], [-1.461849, 5.834840, -2.197875], [-1.111517, 4.575380, -2.944809], [-0.291979, 4.311186, -4.039113], [0.346300, 3.071181, -4.122480], [0.382278, 2.196676, -3.034359], [-0.431197, 2.512664, -1.958007], [-1.324607, 3.540755, -2.058776], [-0.876420, 6.662424, 0.791181], [0.128597, 7.468333, -1.829833], [-2.100299, 6.555239, -2.704213], [-0.060842, 5.082479, -4.762471], [0.959060, 2.856317, -4.987858], [1.101488, 1.386332, -2.997467], [5.160451, -2.419312, 0.557988], [6.811005, -2.730199, 0.271848], [7.476003, -1.606137, -0.102595], [6.632721, -0.478763, -0.168759], [5.322564, -0.735992, 0.161044], [4.229202, 0.237240, 0.123929], [2.872230, -0.026793, 0.439304], [1.862593, 0.832784, 0.268134], [2.169555, 2.103934, -0.153273], [3.505862, 2.481829, -0.380992], [3.769327, 3.808099, -0.789861], [2.753687, 4.698725, -0.872522], [1.384653, 4.373811, -0.634400], [0.573731, 5.652315, -0.562701], [-1.989744, 5.413188, -0.762726], [-1.949551, 3.864911, -0.749010], [-0.177535, 2.369555, -0.497367], [1.125709, 3.032374, -0.360853], [-3.279455, 6.053584, -0.366580], [-4.556622, 5.626963, -0.584858], [-5.542094, 6.555352, -0.162140], [-5.000184, 7.686963, 0.356163], [-3.292463, 7.630948, 0.359477], [4.514321, 1.532708, -0.263413], [7.196395, -3.726762, 0.415053], [8.531139, -1.584714, -0.328997], [7.002451, 0.493209, -0.459917], [2.605461, -0.969685, 0.887824], [4.786372, 4.098594, -1.017277], [2.979632, 5.720642, -1.147440], [1.264340, 6.356368, -0.105215], [-2.978100, 3.498458, -0.638785], [-4.806728, 4.683098, -1.052787], [-6.605271, 6.388502, -0.249010], [-5.499922, 8.562676, 0.737037], [5.526795, 1.840267, -0.484842], [-4.525970, -1.151420, -3.508780], [-3.528935, -0.253400, -1.924427], [-4.080395, 0.478649, -0.889297], [-3.074019, 0.824070, -0.075772], [-1.901246, 0.346753, -0.515926], [-2.161188, -0.305557, -1.646124], [-5.107899, 0.734925, -0.692063], [-3.110244, 1.297607, 0.820998], [-1.376191, -0.772211, -2.219075], [-0.158787, -1.310193, 0.609136], [-0.172781, -2.802644, 1.076045], [0.680215, -3.913926, -0.147970], [1.582205, -3.183048, -1.146344], [0.825427, -2.480775, -2.271161], [-0.027789, -3.487361, -3.037965], [-0.965495, -4.196514, -2.064036], [-0.184498, -4.896681, -0.949790], [0.644590, -2.902824, 2.734947], [1.750915, -1.881069, 3.045739], [3.172037, -2.397126, 2.864859], [3.364332, -3.684911, 3.655360], [2.457375, -4.748763, 3.047749], [0.984431, -4.351705, 3.162308], [-1.869859, -3.382379, 1.550504], [-2.895145, -3.759999, 0.468358], [-4.239036, -4.042144, 1.145002], [-4.861576, -2.735440, 1.653330], [-3.757340, -1.738215, 2.026151], [-2.522300, -2.433134, 2.590655], [1.319608, -4.492823, 0.527428], [2.232471, -3.939040, -1.592632], [2.223710, -2.481386, -0.637677], [1.548122, -2.003285, -2.937547], [0.192537, -1.693325, -1.850217], [0.622903, -4.213588, -3.531991], [-0.609199, -2.985825, -3.813882], [-1.584235, -4.923057, -2.592238], [-1.624211, -3.440540, -1.632715], [0.506603, -5.609621, -1.408548], [-0.835873, -5.479208, -0.298816], [-0.201410, -2.600410, 3.357748], [1.634754, -1.591935, 4.092699], [1.598407, -0.973351, 2.461572], [3.872285, -1.624798, 3.190087], [3.379421, -2.614893, 1.816750], [3.099783, -3.518456, 4.703536], [4.404909, -4.008833, 3.624012], [2.595319, -5.703892, 3.555467], [2.744868, -4.891513, 2.000222], [0.697535, -4.452753, 4.211201], [0.372653, -5.068959, 2.605417], [-1.595709, -4.314666, 2.063203], [-2.583958, -4.648593, -0.069689], [-3.034414, -2.948881, -0.250444], [-4.082117, -4.739384, 1.972156], [-4.905787, -4.534360, 0.437600], [-5.500257, -2.938746, 2.513283], [-5.492010, -2.296353, 0.876630], [-4.128991, -1.012644, 2.751747], [-3.453017, -1.192925, 1.133923], [-2.811742, -3.013105, 3.468624], [-1.828016, -1.659774, 2.921277]], "atomic_forces_ev_per_a": [[-0.216, 0.032, -0.058], [0.328, -0.046, -0.235], [-0.102, 0.547, 0.235], [-0.081, -0.075, 0.257], [0.186, 0.052, -0.371], [0.192, 0.078, 0.009], [-0.082, -0.172, 0.073], [-0.056, 0.102, 0.046], [0.047, 0.063, -0.073], [0.042, -0.238, 0.231], [-0.203, -0.002, -0.535], [0.031, -0.073, 0.162], [0.059, 0.099, -0.022], [0.028, 0.029, 0.125], [-0.023, 0.021, 0.062], [-0.043, -0.057, -0.072], [0.037, -0.004, 0.026], [0.026, 0.028, -0.068], [0.571, 0.210, -0.603], [-0.131, 0.013, -0.054], [0.161, -0.091, -0.019], [-0.178, 0.140, 0.009], [0.242, -0.513, 0.123], [-0.240, 0.342, -0.020], [0.091, 0.000, -0.120], [-0.078, 0.024, -0.054], [0.126, -0.079, 0.027], [-0.256, 0.123, -0.064], [-0.028, -0.042, -0.002], [0.097, 0.036, -0.023], [0.100, -0.283, 0.097], [-0.410, 0.075, -0.253], [0.125, 0.069, 0.156], [-0.043, -0.033, -0.438], [-0.156, 0.104, 0.089], [0.362, 0.300, 0.223], [-0.073, 0.247, 0.177], [0.079, -0.171, -0.032], [-0.119, 0.053, -0.029], [0.135, 0.070, 0.023], [-0.092, -0.296, -0.175], [-0.076, -0.247, 0.103], [0.026, 0.006, -0.017], [0.006, 0.020, 0.029], [0.015, -0.026, 0.008], [-0.027, -0.138, -0.298], [0.003, 0.027, 0.022], [-0.028, 0.025, 0.029], [-0.030, -0.008, 0.043], [0.051, -0.134, 0.078], [0.022, -0.019, -0.005], [-0.001, 0.010, -0.006], [-0.055, -0.044, 0.030], [-0.021, -0.027, -0.005], [0.214, 0.180, 0.290], [-0.195, -0.162, -0.214], [-0.001, -0.142, -0.207], [-0.083, 0.225, 0.006], [0.287, -0.205, 0.280], [-0.222, 0.015, -0.046], [0.031, 0.083, 0.081], [0.027, -0.082, 0.056], [-0.093, 0.047, 0.031], [0.484, -0.415, -0.139], [-0.205, 0.141, 0.384], [-0.123, -0.009, 0.184], [-0.056, 0.247, 0.022], [0.160, -0.197, -0.119], [-0.102, 0.121, 0.161], [0.236, -0.066, -0.113], [-0.208, 0.101, 0.044], [-0.118, -0.007, -0.188], [0.053, -0.095, 0.028], [-0.454, -0.018, 0.387], [-0.022, -0.005, -0.284], [-0.025, 0.072, 0.120], [0.057, -0.055, -0.078], [0.344, -0.071, -0.285], [-0.173, -0.115, 0.145], [-0.015, 0.145, -0.090], [0.151, -0.053, 0.029], [-0.079, -0.159, 0.068], [-0.013, 0.191, 0.014], [-0.023, -0.008, -0.066], [0.074, -0.012, 0.054], [0.368, 0.283, 0.204], [-0.030, 0.030, 0.017], [0.141, -0.089, 0.009], [-0.010, 0.014, -0.042], [0.025, -0.031, -0.061], [-0.079, 0.033, 0.043], [-0.099, -0.049, -0.053], [0.005, -0.032, 0.048], [0.026, -0.022, -0.013], [0.016, 0.006, -0.098], [-0.060, 0.079, -0.009], [-0.188, 0.078, 0.244], [0.049, 0.017, -0.089], [-0.414, -0.002, 0.347], [0.068, -0.017, 0.028], [0.015, -0.001, 0.019], [-0.019, -0.046, -0.087], [0.030, -0.058, 0.011], [-0.050, -0.021, -0.013], [-0.034, -0.033, 0.104], [-0.057, -0.008, -0.005], [0.018, 0.084, -0.079], [0.053, -0.023, -0.058], [-0.011, -0.029, -0.012], [-0.012, -0.039, 0.036], [-0.028, 0.039, -0.011], [-0.059, -0.030, 0.033], [0.063, 0.070, -0.052], [0.010, 0.085, 0.010], [0.085, -0.002, 0.048], [-0.075, -0.102, 0.085]], "total_energy_ha": -4245.1774, "charge": 2}